Record 1
Computed, not measured: C23H30AsAuN4S as an isolated structure, with wB97M-V/def2-TZVPD.

Its energy above the lowest of the compared OMol25 structures with the same formula, charge and spin is 0.0 kcal per mole. As for the total charge: 0.

Structure (XYZ):
```
60
Properties=species:S:1:pos:R:3:mulliken_charge:R:1
Au 0.3508 -1.1146 -0.7936 -0.21
C -4.6696 -2.6075 -0.5615 -1.09
As -3.0513 -1.5588 -0.5446 0.61
C -3.3884 -0.1487 -1.8072 -0.85
C -2.9919 -0.8104 1.2275 -0.68
S -1.3430 -2.7209 -0.9958 -0.56
H -5.5176 -1.9814 -0.2881 0.38
H -4.5642 -3.4262 0.1469 0.35
H -4.8140 -3.0157 -1.5594 0.36
H -4.1875 0.4938 -1.4373 0.37
H -3.6853 -0.6117 -2.7464 0.43
H -2.4723 0.4188 -1.9461 0.12
H -3.8106 -0.1043 1.3668 0.38
H -2.0280 -0.3235 1.3639 -0.09
H -3.0819 -1.6316 1.9359 0.43
C 2.0985 -0.8528 2.3644 -0.81
N 2.2685 0.5863 2.4141 0.14
C 3.6267 0.9384 2.7735 -0.96
C 1.7818 1.2701 1.2128 -1.02
C 2.5212 0.9820 -0.0831 1.68
C 3.6675 1.7226 -0.3711 -0.31
C 4.4166 1.4819 -1.5132 -0.69
C 4.0111 0.4844 -2.3854 -0.63
C 2.8588 -0.2441 -2.1153 -0.36
C 2.0787 -0.0155 -0.9726 -0.43
H 2.3471 -1.2764 3.3402 0.38
H 2.7265 -1.3416 1.6041 0.32
H 1.0595 -1.0964 2.1340 0.10
H 3.8656 0.5036 3.7461 0.39
H 3.7200 2.0238 2.8550 0.27
H 4.3780 0.5850 2.0505 0.33
H 1.8221 2.3450 1.4226 0.61
H 0.7355 0.9940 1.0811 -0.46
H 3.9757 2.5069 0.3135 0.38
H 5.3048 2.0670 -1.7193 0.39
H 4.5842 0.2782 -3.2822 0.39
H 2.5551 -1.0075 -2.8228 0.34
C -0.6709 3.6954 -2.1080 -0.87
C -0.1914 2.4888 -1.6233 -0.22
N -0.7997 1.8065 -0.6505 0.36
C -1.8752 2.3470 -0.1014 -0.24
C -2.4051 3.5848 -0.4603 0.30
C -1.8003 4.2470 -1.5225 -0.50
C -3.5910 4.1436 0.2056 -0.99
C -3.9361 4.1084 1.5003 -0.63
C -3.1661 3.6347 2.6679 1.03
C -3.8088 3.4842 3.8942 -0.73
C -3.0408 3.0609 4.9651 -0.18
N -1.7410 2.8086 4.8572 -0.60
C -1.2167 2.9959 3.6486 -0.13
N -1.8544 3.3956 2.5568 -0.33
H -0.1624 4.1918 -2.9231 0.46
H 0.7106 2.0357 -2.0220 0.30
H -2.3622 1.7761 0.6786 0.53
H -2.1955 5.1952 -1.8687 0.48
H -4.2890 4.6446 -0.4594 0.41
H -4.8997 4.5341 1.7590 0.32
H -4.8654 3.6875 4.0038 0.39
H -3.4848 2.9189 5.9446 0.42
H -0.1552 2.7938 3.5421 0.42
```



Record 2
Computed, not measured: C23H30AsCrN2O6S as an isolated structure, with wB97M-V/def2-TZVPD.

As for the expectation value of S²: 6.048. As for the spin multiplicity: 5. Its energy above the lowest of the compared OMol25 structures with the same formula, charge and spin is 14.4 kcal per mole. As for the total charge: +1.

Structure (XYZ):
```
64
Properties=species:S:1:pos:R:3:mulliken_charge:R:1
Cr 0.5812 -0.8299 0.6571 -0.23
O 1.4374 -4.5101 -0.8068 -0.49
C 1.3983 -3.2410 -0.4444 0.61
O 0.5288 -2.8346 0.3718 -0.21
C 2.3484 -2.3169 -0.9906 0.10
C 3.2272 -2.4813 -2.0496 -0.70
C 3.8796 -1.3599 -2.5530 -0.84
C 3.5761 -0.0855 -2.0514 -0.69
C 2.7155 0.0217 -0.9809 1.12
N 2.2104 -1.0975 -0.3933 0.23
C 2.1374 1.2048 -0.3675 0.42
O 2.4757 2.4325 -0.7046 -0.48
O 1.2790 1.0716 0.5236 -0.26
H 0.6888 -4.9713 -0.4030 0.40
H 3.3641 -3.4586 -2.4917 0.56
H 4.5687 -1.4589 -3.3788 0.43
H 3.9853 0.7919 -2.5368 0.31
H 3.1487 2.4449 -1.3955 0.30
C 1.0289 -3.8707 4.7274 -1.11
As 1.1783 -1.9466 4.5251 0.73
C 2.3391 -1.4197 5.9830 -1.09
C -0.5698 -1.2609 5.0094 -1.06
S 2.0342 -1.2746 2.7101 -0.38
H 0.8269 -4.0918 5.7747 0.41
H 1.9639 -4.3394 4.4298 0.36
H 0.2167 -4.2481 4.1095 0.37
H 1.9469 -1.8249 6.9148 0.40
H 2.3870 -0.3344 6.0413 0.35
H 3.3398 -1.8073 5.8046 0.37
H -0.8038 -1.5771 6.0245 0.51
H -1.3130 -1.6546 4.3189 0.33
H -0.5488 -0.1739 4.9594 0.25
C -1.7493 3.6821 -5.7509 -1.53
C -1.7155 2.6705 -4.6399 0.44
C -2.4427 2.8717 -3.4763 -1.00
C -2.3911 1.9792 -2.4126 0.73
C -3.2133 2.2883 -1.1888 -1.17
C -1.5636 0.8447 -2.5118 0.72
C -0.8466 0.6091 -3.6975 1.07
C -0.0128 -0.6312 -3.8999 -1.26
C -0.9417 1.5217 -4.7379 -0.91
C -1.4043 -0.0475 -1.3127 0.29
O -2.3315 -0.3558 -0.5766 -0.60
O -0.1700 -0.4555 -1.1081 -0.27
H -2.6314 4.3160 -5.6783 0.37
H -1.7364 3.2039 -6.7297 0.37
H -0.8710 4.3287 -5.6856 0.29
H -3.0671 3.7537 -3.3887 0.31
H -3.7737 3.2115 -1.3321 0.38
H -2.5610 2.3996 -0.3190 0.04
H -3.9074 1.4803 -0.9724 0.31
H -0.6022 -1.5308 -3.7163 0.34
H 0.8261 -0.6437 -3.2078 0.01
H 0.3673 -0.6730 -4.9199 0.42
H -0.4056 1.3280 -5.6610 0.36
C -2.1746 2.5492 3.1756 -1.17
C -2.7580 1.1709 2.8220 -0.46
C -1.7433 0.3288 2.2333 0.44
N -0.9203 -0.3128 1.7679 -0.29
H -2.9649 3.1865 3.5645 0.38
H -1.7421 3.0187 2.2936 0.34
H -1.3933 2.4614 3.9294 0.34
H -3.5673 1.2681 2.0948 0.30
H -3.1684 0.6796 3.7059 0.39
```



Record 3
Computed, not measured: C23H30Br6O21 as an isolated structure, with wB97M-V/def2-TZVPD.

As for the total charge: 0. The calculated total energy comes out at -17918.557407 Ha.

Structure (XYZ):
```
80
Properties=species:S:1:pos:R:3:mulliken_charge:R:1
C 1.2287 -3.3397 0.2490 0.27
C 0.3157 -4.5684 0.2802 -0.39
O 0.2930 -4.8126 1.6841 -0.40
C 0.5338 -3.7083 2.3349 0.36
O 0.6482 -3.5594 3.5321 -0.59
O 0.9214 -2.6916 1.4824 0.17
H 1.1167 -2.6972 -0.6073 -0.32
H 2.2085 -3.7474 0.3263 0.28
H 0.7986 -5.4328 -0.1650 0.34
H -0.7033 -4.4039 -0.0271 0.31
C -0.5128 -1.8700 -3.3253 1.26
C 0.2049 -1.0776 -4.4414 -0.37
O 1.3268 -1.9285 -4.7245 -0.42
C 1.3720 -2.9487 -3.8224 0.80
O 2.2500 -3.7133 -3.8294 -0.55
O 0.3232 -2.9755 -3.0619 -0.41
H -1.5540 -2.2033 -3.5818 0.38
H -0.6107 -1.2057 -2.4373 -0.82
H 0.6119 -0.0875 -4.1410 0.10
H -0.3569 -0.9716 -5.3764 0.34
C -6.0857 2.5184 0.2519 -0.37
C -6.0795 1.1540 1.0528 -0.35
O -4.6801 0.7575 1.0934 -0.29
C -3.9350 1.7529 0.5376 0.57
O -2.7324 1.7431 0.4405 -0.41
O -4.6942 2.7165 -0.0494 -0.38
H -6.4523 3.3569 0.8810 0.28
H -6.5275 2.5423 -0.6949 0.29
H -6.6581 0.3377 0.6038 0.29
H -6.3541 1.3377 2.1099 0.31
C -3.5354 0.2919 -2.3349 1.00
C -3.5327 1.6157 -3.0360 -0.39
O -4.8750 1.8112 -3.5026 -0.38
C -5.6400 1.1007 -2.6833 0.58
O -6.8029 1.2632 -2.5430 -0.57
O -4.9805 0.1622 -1.9980 -0.37
H -2.9361 0.2802 -1.3722 -0.64
H -3.2241 -0.5465 -2.9875 0.06
H -2.8701 1.5412 -3.8542 0.45
H -3.2312 2.5034 -2.4396 0.20
C 2.5594 1.8488 -0.0676 0.02
C 1.4675 2.2973 -1.0632 0.13
O 1.5468 1.3401 -2.1371 -0.42
C 2.1200 0.2423 -1.6921 0.19
O 2.0823 -0.8047 -2.1872 -0.36
O 2.6665 0.4735 -0.4293 0.19
H 2.2635 1.7972 1.0296 -0.13
H 3.5209 2.4288 -0.1230 0.28
H 1.7094 3.2741 -1.5252 0.33
H 0.4437 2.2098 -0.7343 -0.26
C 3.9839 -1.6887 3.9410 -0.01
C 4.8844 -0.9841 2.9330 -0.11
O 4.1454 0.2339 2.6038 -0.23
C 3.2568 0.4826 3.6337 0.56
O 2.5880 1.4043 3.7120 -0.44
O 3.2908 -0.5492 4.5549 -0.39
H 4.4168 -2.1544 4.7933 0.36
H 3.3767 -2.3955 3.3596 -0.11
H 5.1916 -1.5454 2.0104 0.17
H 5.8244 -0.6531 3.4306 0.24
C -0.7424 -0.1812 2.8174 -0.38
C -1.9464 -1.1179 2.4511 -0.27
O -1.7667 -1.2032 0.9930 -0.51
C -0.8131 -0.4389 0.5730 0.90
O -0.3916 -0.3550 -0.5389 -0.67
O -0.2124 0.2921 1.5506 -0.21
H 0.1614 -0.6071 3.1940 0.05
H -1.0520 0.6617 3.4492 0.45
H -2.9890 -0.7160 2.4745 0.20
H -1.8802 -2.1533 2.8199 0.29
C 6.3210 -0.5851 -0.5098 0.61
Br 6.0300 0.7138 -1.8460 -0.08
Br 8.0588 -0.4001 0.2169 -0.07
Br 5.9971 -2.3134 -1.0029 0.02
H 5.6514 -0.1838 0.3224 -0.56
C 0.7273 6.2556 1.5492 -0.39
Br 0.0720 7.9865 0.9732 -0.02
Br 2.5738 5.8465 1.0614 -0.05
Br -0.4414 4.7914 0.9182 0.09
H 0.7147 6.1525 2.6675 0.36
```



Record 4
Computed, not measured: C23H30ClN3O as an isolated structure, with wB97M-V/def2-TZVPD.

Its energy above the lowest of the compared OMol25 structures with the same formula, charge and spin is 447.1 kcal per mole. As for the total charge: 0.

Structure (XYZ):
```
58
Properties=species:S:1:pos:R:3:mulliken_charge:R:1
C 4.4378 4.5064 0.5735 -1.35
C 4.5362 2.9986 0.5133 0.32
C 3.4301 2.3848 0.9103 -0.98
C 3.3454 0.8793 0.9426 -0.45
C 4.4436 0.0303 0.4065 0.48
C 5.5005 0.8273 0.1950 1.16
C 5.4253 2.1707 0.3004 -0.13
H 6.3695 2.8651 -0.3097 -0.11
C 6.7376 0.2022 -0.3737 -2.21
H 7.3048 -0.3464 0.5704 0.28
H 6.4878 -0.3994 -0.9847 0.70
H 7.4042 0.9560 -0.8273 0.39
N 4.4802 -1.3720 0.4830 0.09
C 3.4953 -2.0235 0.3430 0.48
O 3.6123 -3.2975 0.4692 -0.84
N 2.3301 -1.6645 -0.2468 -0.06
H 2.4059 -0.8214 -0.5728 0.35
C 1.2133 -2.5091 -0.5672 -2.23
H 1.6603 -3.3758 -0.4994 0.86
H 0.9596 -2.3267 -1.5911 0.44
C -0.0084 -2.0928 0.1273 1.12
C -1.1692 -3.0566 0.2498 -1.08
C -2.2759 -2.6536 0.9831 -0.84
N -2.8562 -1.4426 0.6502 0.58
C -1.8066 -0.2763 0.4192 -2.04
C -0.4795 -0.7163 -0.1857 -0.46
H -0.8373 -0.9507 -1.2314 0.18
H 0.1963 0.2293 -0.0671 0.10
H -2.3279 0.4657 0.4601 1.35
H -1.4829 -0.3939 1.7975 0.25
C -4.0399 -1.0384 1.0629 -1.21
C -4.8098 -0.1023 0.2206 0.22
C -4.6164 0.0298 -1.0146 0.48
C -5.3297 0.8163 -1.8144 0.51
C -6.1618 1.7915 -1.1366 -0.32
C -6.2412 2.0135 0.2684 -1.05
C -5.5839 0.8534 0.7940 0.11
Cl -5.8443 0.8355 2.9514 -0.33
H -6.9403 2.5620 0.7529 0.48
H -6.7693 2.7385 -1.6151 0.15
C -5.0806 0.9082 -3.1227 -1.38
H -5.1169 2.0754 -3.3838 0.26
H -6.1752 0.5931 -3.7283 0.26
H -4.3908 0.2098 -3.5836 0.42
H -4.1046 -0.6714 -1.5800 0.43
H -3.7508 -0.8959 2.1476 0.56
H -4.5996 -2.1538 1.1689 0.22
H -2.9180 -3.6706 0.8413 0.25
H -1.9628 -2.6454 1.8927 0.67
H -0.8038 -4.0534 0.4765 0.37
H -1.3248 -3.1905 -0.9995 0.28
H 0.3941 -1.9993 1.2103 0.17
H 5.5134 -1.5514 0.7937 0.34
H 2.4994 0.2889 1.4430 0.49
H 2.5002 2.7514 1.3745 0.28
H 3.4429 4.9987 0.9245 0.28
H 4.6711 4.8084 -0.5596 0.28
H 5.0113 4.9014 1.2775 0.40
```